Record 1
The following is a quantum chemistry calculation of C30H45BF5N8O5PbTe as an isolated structure, from the Open Molecules 2025 dataset.

The geometry in XYZ format:
```
96
Properties=species:S:1:pos:R:3:forces:R:3:lowdin_charge:R:1
Pb -0.4473 -0.2957 0.0825 0.2 0.0 0.1 1.509
C 2.1754 1.7533 4.8158 0.0 0.0 0.0 0.003
C 1.2100 0.8705 4.0981 -0.1 0.0 0.0 -0.242
C 0.2974 0.0036 4.6534 0.1 0.0 0.0 0.050
C -0.3550 -0.6126 3.5839 -0.1 0.0 0.0 -0.226
N 0.1193 -0.1199 2.4345 0.2 -0.1 -0.1 0.024
N 1.0940 0.7855 2.7564 -0.1 0.2 0.0 0.030
B 2.0120 1.4559 1.7372 0.1 -0.2 0.0 -0.509
N 1.2294 2.5260 0.8459 -0.1 0.0 0.0 0.077
N 0.5592 2.2164 -0.2008 0.1 0.1 -0.2 0.129
C 0.1137 3.4152 -0.8040 0.0 0.0 0.1 -0.146
C 0.4959 4.4707 -0.0109 0.1 0.0 0.0 0.064
C 1.2035 3.9208 1.0439 0.0 0.1 0.0 -0.167
C 1.8043 4.5751 2.2133 0.0 0.0 0.0 0.020
C -0.5107 3.3983 -2.1568 0.0 0.0 0.0 -0.533
C -0.8963 4.8211 -2.5595 0.0 0.0 0.0 -0.034
C -1.7513 2.4955 -2.2133 0.0 0.0 0.0 -0.035
C 0.5566 2.8441 -3.1219 0.0 0.0 0.0 -0.013
N 2.7071 0.4507 0.8162 0.0 0.1 -0.1 0.023
N 2.0672 -0.2516 -0.1678 0.1 0.0 0.2 0.007
C 2.9999 -0.9478 -0.8219 -0.1 0.1 0.0 -0.230
C 4.2531 -0.7026 -0.2454 0.0 0.0 0.0 0.042
C 4.0310 0.1855 0.7829 0.0 0.0 0.0 -0.249
C 5.0232 0.7786 1.7255 0.0 0.0 0.0 -0.010
C 2.7145 -1.8033 -2.0394 0.0 0.0 0.0 -0.527
C 2.2262 -3.2111 -1.6387 0.0 0.0 0.0 -0.019
C 4.0066 -1.9463 -2.8516 0.0 0.0 0.0 -0.056
C 1.6670 -1.1183 -2.9227 0.0 0.0 0.0 -0.052
C -1.3430 -1.7535 3.7036 0.0 0.0 0.0 -0.519
C -2.4209 -1.6950 2.6230 0.1 0.1 -0.1 -0.049
C -0.5531 -3.0693 3.5831 0.0 0.0 0.0 -0.019
C -2.0302 -1.7066 5.0718 0.0 0.0 -0.1 -0.039
H 2.0775 1.5838 5.8856 0.0 0.0 0.0 0.092
H 3.2069 1.5487 4.5306 0.0 0.0 0.0 0.079
H 1.9767 2.8075 4.6251 0.0 0.0 0.0 0.073
H 0.1398 -0.1664 5.7031 0.0 0.0 0.0 0.121
H 2.8305 2.0839 2.3253 0.0 0.0 0.0 0.108
H 0.2976 5.5163 -0.1640 0.0 0.0 0.0 0.139
H 1.6953 5.6533 2.1352 0.0 0.0 0.0 0.103
H 1.2896 4.2314 3.1150 0.0 0.0 0.0 0.093
H 2.8582 4.3140 2.3166 0.0 0.0 0.0 0.102
H -1.6280 5.2403 -1.8671 0.0 0.0 0.0 0.096
H -0.0256 5.4778 -2.5957 0.0 0.0 0.0 0.093
H -1.3438 4.8067 -3.5530 0.0 0.0 0.0 0.096
H -2.5380 2.8582 -1.5545 0.0 0.0 0.0 0.077
H -2.1169 2.4910 -3.2410 0.0 0.0 0.0 0.098
H -1.5209 1.4677 -1.9318 0.0 0.0 0.0 0.032
H 1.4614 3.4541 -3.1079 0.0 0.0 0.0 0.100
H 0.8274 1.8197 -2.8657 0.0 0.0 0.0 0.063
H 0.1536 2.8519 -4.1353 0.0 0.0 0.0 0.100
H 5.2046 -1.1092 -0.5386 0.0 0.0 0.0 0.116
H 6.0068 0.3642 1.5163 0.0 0.0 0.0 0.088
H 5.0822 1.8625 1.6223 0.0 0.0 0.0 0.086
H 4.7734 0.5515 2.7623 0.0 0.0 0.0 0.082
H 2.6145 -3.5170 -0.6681 0.1 0.0 0.0 0.097
H 1.1407 -3.2519 -1.5792 0.0 0.0 0.1 0.056
H 2.5477 -3.9435 -2.3802 0.0 0.0 0.0 0.089
H 4.7582 -2.5136 -2.3013 0.0 0.0 0.0 0.087
H 3.7955 -2.4884 -3.7739 0.0 0.0 0.0 0.089
H 4.4290 -0.9747 -3.1134 0.0 0.0 0.0 0.093
H 0.7125 -1.0100 -2.3994 0.0 0.0 0.0 0.026
H 2.0027 -0.1288 -3.2366 0.0 0.0 0.0 0.080
H 1.4831 -1.7189 -3.8152 0.0 0.0 0.0 0.096
H -1.9813 -1.6864 1.6259 -0.1 -0.1 0.3 -0.006
H -3.0584 -2.5807 2.7036 0.0 0.0 0.0 0.099
H -3.0431 -0.8101 2.7251 -0.1 0.1 0.0 0.081
H 0.0270 -3.1056 2.6614 0.0 0.0 0.0 0.074
H 0.1371 -3.1769 4.4210 0.0 0.0 0.0 0.094
H -1.2399 -3.9190 3.6038 0.0 0.0 0.0 0.094
H -2.5352 -0.7525 5.2289 0.0 0.0 0.0 0.092
H -2.7756 -2.5016 5.1265 0.0 0.0 0.0 0.093
H -1.3213 -1.8685 5.8836 0.0 0.0 0.0 0.084
C -4.8675 -0.4038 -0.8325 0.0 0.0 0.0 0.055
C -4.1775 -1.6853 -0.6502 0.1 0.1 0.0 -0.225
N -2.8430 -1.8320 -0.5986 -0.2 0.0 -0.1 0.146
C -2.5992 -3.1030 -0.3363 -0.1 -0.1 0.0 -0.059
C -3.8529 -3.8315 -0.2875 0.0 0.1 0.1 0.048
N -4.7904 -2.8993 -0.4723 0.0 0.0 0.0 0.231
C -4.2909 -5.2619 -0.0656 -0.1 0.1 -0.1 -0.470
O -3.3602 -6.1583 0.0090 0.2 0.0 0.0 0.178
O -5.4814 -5.4342 0.0079 0.1 0.0 0.0 0.152
C -1.2115 -3.6436 -0.0360 0.0 -0.2 -0.3 -0.588
O -1.0997 -4.8773 -0.1380 -0.2 0.0 0.1 0.073
O -0.3571 -2.7916 0.2539 0.1 0.0 0.0 -0.135
H -4.2929 0.3797 -0.3333 0.0 0.0 0.0 0.076
H -5.8880 -0.4331 -0.4566 0.0 0.0 0.0 0.106
H -4.8958 -0.1605 -1.9001 0.0 0.0 0.0 0.120
H -5.7824 -3.1172 -0.4513 0.0 0.0 0.0 0.196
H -2.4327 -5.7481 -0.0969 0.0 0.0 0.1 0.089
F -2.8222 1.5618 3.5200 0.0 -0.1 -0.1 -0.353
Te -2.6919 2.6145 1.9866 0.0 0.2 0.3 1.749
F -4.5065 2.3298 1.6537 0.0 0.1 -0.1 -0.368
F -2.5392 3.9564 0.6811 -0.1 0.0 0.0 -0.361
F -3.2539 4.0074 3.0723 0.1 -0.1 0.0 -0.341
F -0.9515 3.0687 2.5533 -0.1 0.0 -0.1 -0.342
O -2.1885 1.3256 0.8482 0.1 -0.2 -0.1 -0.735
```
Positions in Å, forces in eV/Å.

ΔE to the lowest compared entry with this formula, charge and spin (eV): 0.000
Strongest force on any atom (eV Å⁻¹): 0.40
Highest occupied orbital energy (alpha / beta) (Ha): -0.424 / -0.424
Kohn-Sham gap (alpha / beta) (eV): 5.60 / 4.57
E_LUMO (alpha / beta) (eV): -5.9 / -7.0
Total charge: +1


Record 2
The following is a quantum chemistry calculation of one molecule with the formula C7H7F2NO, from the Open Molecules 2025 dataset.

The geometry in XYZ format:
```
18
Properties=species:S:1:pos:R:3:forces:R:3:lowdin_charge:R:1
C -1.0765 0.4052 1.7654 -0.9 0.5 -2.0 -0.084
C -1.8546 0.5581 0.6767 0.5 -0.7 -0.2 -0.073
C 0.3613 0.1612 1.6888 0.3 0.4 2.4 -0.074
C -1.3022 0.5275 -0.6927 1.5 0.4 -0.5 -0.001
C 0.5645 -0.1599 -2.2517 0.0 0.8 -0.2 -0.524
C 1.2813 0.4908 0.7941 3.0 1.9 1.8 -0.112
C -0.3251 -0.3108 -1.0504 -2.1 -1.6 -0.2 -0.228
N 1.8308 -0.3874 -1.8900 0.5 -2.9 3.8 0.161
O 0.2374 0.2982 -3.3240 -0.5 0.1 0.1 0.080
F 2.6448 0.3426 1.2303 -1.4 -0.5 -0.3 -0.081
F -0.0936 -1.4716 -0.3103 0.0 1.0 -1.1 0.026
H -1.6139 0.5422 2.6966 0.6 -0.5 0.3 0.107
H -2.9151 0.5693 0.7997 -0.6 0.5 0.0 0.095
H 0.7110 -0.2255 2.6904 0.2 0.2 -1.5 0.144
H -1.3730 1.3794 -1.4089 -0.4 -0.7 0.7 0.146
H 1.4592 1.1781 -0.0514 -1.3 -0.9 0.4 0.139
H 1.9297 -0.9789 -0.9537 0.3 1.9 -3.0 0.166
H 2.6323 -0.0505 -2.3664 0.4 0.0 -0.6 0.112
```
Positions in Å, forces in eV/Å.

ΔE to the lowest compared entry with this formula, charge and spin (eV): 3.586
Strongest force on any atom (eV Å⁻¹): 4.75
Highest occupied orbital energy (Ha): -0.331
Kohn-Sham gap (eV): 8.88
E_LUMO (eV): -0.1


Record 3
The following is a quantum chemistry calculation of C5H12N2O2 as an isolated structure, from the Open Molecules 2025 dataset.

The geometry in XYZ format:
```
21
Properties=species:S:1:pos:R:3:forces:R:3:lowdin_charge:R:1
C 1.9902 0.0528 1.4320 -0.1 0.0 0.0 -0.064
C -0.4487 -0.6202 1.8817 0.7 0.4 0.2 -0.546
N -1.2490 0.4163 1.9070 0.4 0.1 0.1 0.109
O 0.8269 0.2657 2.2481 0.1 -0.8 -0.2 -0.164
O -0.3699 -1.7927 1.7098 0.0 0.3 0.0 0.111
H -0.1469 1.0599 2.1378 -1.0 -0.2 -0.3 0.184
H -2.2458 0.2735 1.8354 0.1 0.2 0.1 0.096
H 1.7733 0.2376 0.3780 0.0 0.0 0.1 0.064
H 2.2997 -0.9862 1.5545 0.0 0.0 0.0 0.093
H 2.7760 0.7137 1.7943 -0.1 0.0 0.0 0.087
C 0.0984 -1.7674 -1.6432 -0.1 0.0 0.0 -0.128
C -0.7966 1.8617 -1.3479 0.0 0.0 0.0 -0.083
C -0.8109 0.3883 -1.5974 0.0 -0.1 0.0 -0.257
N 0.2008 -0.3408 -1.4069 -0.1 0.1 0.0 -0.032
H -1.7645 -0.0343 -1.9534 0.1 0.0 0.0 0.116
H -0.8711 -2.0750 -2.0598 0.1 0.1 0.0 0.074
H 0.2535 -2.2894 -0.6970 0.0 0.0 -0.1 0.061
H 0.8952 -2.0720 -2.3251 -0.1 0.0 0.0 0.074
H 0.1991 2.1911 -1.0540 0.0 0.0 0.0 0.071
H -1.1073 2.4068 -2.2433 0.0 0.0 0.0 0.071
H -1.5025 2.1103 -0.5506 0.0 0.0 0.0 0.064
```
Positions in Å, forces in eV/Å.

ΔE to the lowest compared entry with this formula, charge and spin (eV): 3.423
Strongest force on any atom (eV Å⁻¹): 1.07
Highest occupied orbital energy (Ha): -0.353
Kohn-Sham gap (eV): 10.56
E_LUMO (eV): 1.0


Record 4
The following is a quantum chemistry calculation of one molecule with the formula C3H4O2, from the Open Molecules 2025 dataset.

The geometry in XYZ format:
```
9
Properties=species:S:1:pos:R:3:forces:R:3:lowdin_charge:R:1
C -0.1979 0.9964 -0.5585 0.0 0.1 0.1 -0.012
C -0.2978 0.0037 0.5716 -0.4 0.2 0.0 -0.399
O -0.9815 0.1469 1.5609 0.5 -0.2 -0.4 0.099
C 0.4854 -1.3018 0.3777 0.3 -0.1 -0.3 -0.171
O 0.8428 -1.6662 -0.7157 -0.2 0.2 0.6 0.079
H -0.5569 1.9693 -0.2204 0.0 -0.1 0.0 0.087
H -0.8125 0.6568 -1.4000 0.1 0.0 0.1 0.097
H 0.8309 1.0658 -0.9248 -0.2 0.0 0.1 0.089
H 0.6874 -1.8708 1.3092 -0.1 0.0 -0.2 0.131
```
Positions in Å, forces in eV/Å.

ΔE to the lowest compared entry with this formula, charge and spin (eV): 0.714
Strongest force on any atom (eV Å⁻¹): 0.69
Highest occupied orbital energy (Ha): -0.364
Kohn-Sham gap (eV): 9.45
E_LUMO (eV): -0.5